Record 1
9
Properties=species:S:1:pos:R:3:forces:R:3:nbo_charge:R:1 method="wB97M-V/def2-TZVPD" orbital_gap_ev=9.18 smiles="O=C=COC(=O)O" total_charge=0 lumo_energy_ev=0.00 e_tot_ev=-11331.072 relative_energy_kcal_mol=47.4 multiplicity=1
C -2.02403 0.03130 0.06953 -0.1068 0.7151 -0.3760 0.66
C -0.89978 0.16847 -0.59080 0.0759 1.4335 0.1407 -0.21
C 1.13733 -0.27103 0.21678 -1.3928 -1.5817 -1.1895 0.97
O -3.13103 -0.05339 0.40192 0.0344 -0.2840 0.5612 -0.42
O 0.31440 0.74840 -0.08324 -1.1557 0.7504 0.1830 -0.50
O 0.75030 -1.34176 -0.15308 1.6601 -1.4979 0.7048 -0.60
O 2.23728 -0.07937 0.90423 2.1324 3.3909 0.0859 -0.66
H -1.06384 -0.08318 -1.62802 0.7286 -0.0298 -0.1420 0.24
H 2.67937 0.88056 0.86268 -1.9760 -2.8964 0.0319 0.52

Record 2
10
Properties=species:S:1:pos:R:3:forces:R:3:lowdin_spin:R:1 method="wB97M-V/def2-TZVPD" orbital_gap_ev="6.96 / 7.10" total_charge=+1 lumo_energy_ev="-5.98 / -5.84" e_tot_ev=-25392.694 relative_energy_kcal_mol=26.4 multiplicity=3
H -2.05298 -1.96161 0.98143 -0.9738 1.6604 -0.8891 0.00
C -2.02788 -1.25084 0.01033 0.7049 -3.4460 0.4905 0.00
C -0.67551 -1.84426 -0.12997 -0.2437 -0.8196 -0.6579 0.00
O 0.13232 -0.81266 -0.26516 -0.4845 1.9299 0.1880 0.00
C 1.52937 -0.49962 0.13734 2.7803 -4.1980 0.0920 0.00
O 2.31986 -1.38113 0.31071 -1.5885 1.8479 -0.1941 0.00
O 1.53358 0.75592 0.17083 -0.1063 1.9015 0.1805 -0.01
Pr -0.54357 1.45270 -0.16469 -1.0978 -0.7826 0.2371 2.05
O -2.14335 0.10736 0.12444 1.1012 1.6304 -0.1615 -0.03
H -2.67134 -1.74436 -0.75028 -0.0917 0.2761 0.7145 0.00

Record 3
6
Properties=species:S:1:pos:R:3:forces:R:3:nbo_charge:R:1 method="wB97M-V/def2-TZVPD" orbital_gap_ev="7.91 / 7.02" total_charge=0 lumo_energy_ev="0.36 / -3.05" e_tot_ev=-13971.056 relative_energy_kcal_mol=45.0 multiplicity=3
C 0.75597 0.40861 -0.04045 -2.1381 -5.1584 0.1856 -0.29
C 0.94626 1.66790 0.07405 1.8135 3.8798 0.3162 0.04
C -0.54827 -0.41265 -0.01053 0.7868 2.0850 1.8702 -0.58
S 0.89783 -1.38024 0.03361 1.4536 0.3390 0.1566 0.39
H -1.11999 -0.10596 0.86643 -0.0542 -0.8306 -0.1169 0.23
H -0.93181 -0.17765 -0.92310 -1.8616 -0.3147 -2.4116 0.22